This record from the Open Molecules 2025 dataset describes a structure of composition C25H67F9O11S9Si2. The level of theory is the ωB97M-V functional and the def2-TZVPD basis.

The value obtained for the LUMO energy is 0.3 eV. Its total charge is 0. The calculation puts the max |F| at 0.008 hartree/bohr. The calculation puts the gap between HOMO and LUMO at 8.4222 eV.

Last column: Mulliken charge in e.
CARTESIAN COORDINATES (ANGSTROEM)
C1 2.95 0.15 2.19  -0.95
C2 2.96 0.63 0.73  -0.49
C3 1.81 1.58 0.33  -0.23
O1 1.35 2.32 1.45  -0.04
Si1 -0.01 3.26 1.41  -0.16
C4 -1.39 2.37 2.29  -0.74
C5 -1.57 0.96 1.72  0.14
C6 -2.42 0.04 2.59  -0.86
C7 -2.42 -1.41 2.07  -0.94
C8 -3.75 -1.95 1.61  0.69
F1 -4.72 -1.64 2.52  -0.33
F2 -3.73 -3.30 1.52  -0.31
C9 -4.30 -1.38 0.27  0.52
F3 -5.61 -1.64 0.17  -0.28
F4 -4.15 -0.05 0.28  -0.22
S1 -3.53 -2.04 -1.35  1.42
F5 -2.28 -2.68 -0.60  -0.34
F6 -4.33 -3.40 -1.17  -0.32
F7 -4.75 -1.41 -2.16  -0.32
F8 -2.69 -0.72 -1.57  -0.29
F9 -2.96 -2.60 -2.71  -0.32
O2 -0.45 3.40 -0.20  0.05
Si2 -1.71 4.30 -0.76  0.33
O3 -1.25 5.07 -2.14  -0.38
H1 3.78 0.59 2.75  0.25
H2 3.11 -0.92 2.23  0.27
H3 2.01 0.39 2.69  0.29
H4 3.91 1.13 0.53  0.32
H5 2.92 -0.24 0.07  0.21
H6 2.16 2.27 -0.44  0.42
H7 1.00 1.00 -0.12  0.12
H8 0.33 4.58 1.95  -0.10
H9 -1.20 2.36 3.37  0.56
H10 -2.30 2.96 2.15  0.33
H11 -0.59 0.49 1.58  -0.10
H12 -2.02 1.04 0.72  0.12
H13 -3.44 0.43 2.64  0.36
H14 -2.03 0.06 3.61  0.57
H15 -1.70 -1.49 1.25  0.43
H16 -2.08 -2.10 2.84  0.43
H17 -2.12 5.32 0.23  -0.17
H18 -2.84 3.38 -1.03  -0.18
H19 -0.63 4.53 -2.66  0.27
C10 -5.96 2.39 -6.15  -0.80
S2 -5.34 2.71 -4.50  0.47
O4 -4.09 3.52 -4.64  -0.59
C11 -4.85 1.02 -4.17  -0.64
H20 -6.31 3.34 -6.57  0.36
H21 -5.15 1.99 -6.77  0.29
H22 -6.78 1.68 -6.07  0.24
H23 -4.13 0.69 -4.93  0.38
H24 -5.74 0.39 -4.18  0.25
H25 -4.39 1.00 -3.19  0.08
C12 6.67 -3.38 0.42  -0.89
S3 4.98 -3.09 0.95  0.59
O5 5.05 -2.17 2.11  -0.61
C13 4.70 -4.73 1.62  -0.82
H26 7.04 -2.45 0.01  0.36
H27 7.27 -3.69 1.28  0.21
H28 6.68 -4.16 -0.35  0.34
H29 5.43 -4.93 2.39  0.07
H30 4.76 -5.47 0.82  0.39
H31 3.69 -4.74 2.04  0.38
C14 8.95 -7.94 1.57  -0.78
S4 7.68 -6.77 2.04  0.55
O6 8.36 -5.52 2.47  -0.64
C15 7.16 -7.62 3.53  -0.92
H32 9.45 -7.55 0.68  0.38
H33 9.67 -8.03 2.38  0.33
H34 8.50 -8.90 1.36  0.04
H35 8.02 -7.72 4.19  0.32
H36 6.78 -8.61 3.26  0.31
H37 6.39 -7.02 3.99  0.34
C16 -3.58 6.77 -5.90  -0.84
S5 -4.77 7.60 -4.85  0.55
O7 -5.25 8.80 -5.58  -0.66
C17 -3.59 8.16 -3.62  -0.70
H38 -4.12 6.38 -6.76  0.29
H39 -2.83 7.49 -6.23  0.37
H40 -3.13 5.94 -5.35  0.26
H41 -2.85 8.79 -4.11  0.30
H42 -3.12 7.30 -3.15  0.11
H43 -4.14 8.74 -2.88  0.32
C18 3.59 6.10 2.74  -0.82
S6 2.47 7.51 2.71  0.38
O8 1.11 6.95 2.50  -0.49
C19 3.01 8.15 1.13  -0.96
H44 3.37 5.53 3.64  0.30
H45 3.41 5.48 1.86  0.15
H46 4.62 6.45 2.77  0.43
H47 2.88 7.38 0.37  0.27
H48 4.06 8.46 1.19  0.39
H49 2.39 9.01 0.90  0.31
C20 -3.44 7.34 3.15  -1.04
S7 -1.93 6.65 3.83  0.62
O9 -1.89 5.23 3.41  -0.49
C21 -2.50 6.65 5.54  -1.07
H50 -3.32 7.37 2.06  0.27
H51 -4.29 6.71 3.41  0.33
H52 -3.58 8.36 3.53  0.41
H53 -3.41 6.06 5.62  0.32
H54 -2.66 7.68 5.87  0.39
H55 -1.71 6.20 6.14  0.31
C22 -7.54 -2.34 -6.25  -0.80
S8 -8.74 -1.20 -5.55  0.38
O10 -7.99 0.03 -5.20  -0.56
C23 -8.97 -2.09 -4.00  -0.74
H56 -7.23 -1.93 -7.21  0.32
H57 -6.69 -2.42 -5.58  0.17
H58 -8.01 -3.31 -6.40  0.38
H59 -8.01 -2.19 -3.50  0.09
H60 -9.41 -3.07 -4.21  0.38
H61 -9.66 -1.51 -3.39  0.33
C24 9.44 -12.05 1.20  -0.92
S9 7.74 -11.72 1.69  0.50
O11 7.80 -10.80 2.85  -0.57
C25 7.41 -13.36 2.35  -0.98
H62 9.85 -11.13 0.80  0.30
H63 10.01 -12.36 2.08  0.30
H64 9.45 -12.83 0.43  0.38
H65 8.12 -13.58 3.14  0.31
H66 7.47 -14.09 1.55  0.38
H67 6.40 -13.35 2.75  0.33

---

This record from the Open Molecules 2025 dataset describes the molecule C5H10O. The level of theory is the ωB97M-V functional and the def2-TZVPD basis.

The value obtained for the LUMO energy is 1.1 eV. Its total charge is 0. The calculation puts the max |F| at 0.007 hartree/bohr. The calculation puts the gap between HOMO and LUMO at 11.1676 eV. As for the energy above the lowest of the compared OMol25 structures with the same formula, charge and spin: 1.1090 eV. Its SMILES is C[C@H]1C[C@H]1CO.

Last column: Mulliken charge in e.
CARTESIAN COORDINATES (ANGSTROEM)
C1 1.32 -0.41 -1.02  -1.37
C2 0.44 -0.91 0.12  0.21
C3 0.54 -0.24 1.46  -0.75
C4 -0.74 -0.15 0.67  -0.10
C5 -1.21 1.12 0.01  -0.59
O1 -1.83 0.83 -1.23  -0.52
H1 1.02 -0.82 -1.99  0.35
H2 1.31 0.68 -1.10  0.29
H3 2.36 -0.71 -0.84  0.38
H4 0.33 -1.99 0.13  0.34
H5 0.55 -0.85 2.36  0.28
H6 1.16 0.65 1.51  0.24
H7 -1.56 -0.77 1.02  0.33
H8 -1.96 1.63 0.62  0.33
H9 -0.37 1.83 -0.12  0.24
H10 -1.34 0.09 -1.61  0.36

---

This record from the Open Molecules 2025 dataset describes a cluster of 2 separate species, C9H20OSi in total in a non-equilibrium geometry. The level of theory is the ωB97M-V functional and the def2-TZVPD basis.

The value obtained for the LUMO energy is 0.9 eV. Its total charge is 0. The calculation puts the max |F| at 0.065 hartree/bohr. The calculation puts the gap between HOMO and LUMO at 8.5905 eV. As for the energy above the lowest of the compared OMol25 structures with the same formula, charge and spin: 3.2007 eV.

Last column: Mulliken charge in e.
CARTESIAN COORDINATES (ANGSTROEM)
C1 1.28 -0.23 2.82  -0.81
C2 1.62 0.24 1.64  -0.07
C3 -1.58 -1.90 1.24  -1.00
C4 0.12 -2.52 -0.52  -1.21
C5 0.31 2.35 -1.97  -1.09
C6 1.96 0.41 -2.06  -1.70
C7 -2.07 1.56 1.28  -0.61
C8 -0.89 -1.57 -0.07  0.08
C9 1.25 1.41 -1.23  0.66
O1 -0.79 1.71 0.76  -0.38
Si1 0.38 0.64 0.30  0.31
H1 1.88 -0.78 3.52  0.27
H2 0.23 -0.06 3.03  0.26
H3 2.68 0.01 1.53  0.33
H4 -0.82 -2.01 2.04  0.20
H5 -2.18 -1.02 1.36  0.13
H6 -2.19 -2.82 1.22  0.40
H7 0.96 -2.53 0.29  0.19
H8 0.52 -2.22 -1.44  0.28
H9 -0.21 -3.55 -0.63  0.41
H10 -0.08 1.80 -2.92  0.30
H11 -0.47 2.60 -1.17  0.24
H12 0.89 3.32 -2.29  0.30
H13 2.27 0.77 -2.99  0.49
H14 1.32 -0.38 -2.35  0.31
H15 2.88 -0.01 -1.63  0.36
H16 -2.15 0.64 2.02  0.28
H17 -2.79 1.58 0.40  0.24
H18 -2.23 2.47 1.86  0.29
H19 -1.61 -1.22 -0.87  0.32
H20 1.97 1.96 -0.63  0.23